1.
113
Properties=species:S:1:pos:R:3:forces:R:3 method="wB97M-V/def2-TZVPD" homo_lumo_gap_ev="4.65 / 4.66" s_squared=6.01 charge=-2 multiplicity=5
Pm -1.29781 0.05416 0.76087 -2.074 -0.156 -0.419
Br -4.27260 6.49051 0.26567 -0.395 0.888 0.228
Br 0.50470 3.89137 6.17742 -0.170 0.151 0.117
S -4.00695 1.02613 -0.34811 -0.700 -1.020 0.136
S 2.35269 -5.75617 7.41085 1.069 0.536 -0.421
S -6.99664 2.16857 -1.21450 1.946 -1.180 0.865
P 0.36447 2.24796 -1.48413 -0.242 -0.174 0.205
P -0.55470 -0.95634 -2.64916 0.066 -0.612 -0.006
O -3.70846 -3.67187 1.19822 0.643 0.989 -0.407
O 1.11242 -6.34557 6.91655 0.438 1.325 0.032
O 1.35602 -7.18428 -0.21475 0.077 0.296 -0.151
O -0.74038 -7.73916 0.27304 -0.995 0.164 0.127
O -7.20671 2.97923 -0.03137 -0.170 -0.963 -1.750
O -7.30966 0.75036 -1.20660 -0.209 2.307 -0.183
O 2.24748 -5.25935 8.79375 0.280 -1.269 -0.274
O -6.35159 2.74645 -2.37479 -1.266 -0.435 1.103
O -2.71184 -1.60934 1.16246 0.347 -1.663 -0.437
O 3.51360 -6.47867 6.86760 -0.369 -0.751 1.371
N 2.38998 -3.39924 5.98160 0.423 0.438 -0.701
N -1.87328 1.28420 3.19157 -0.422 1.525 -0.580
N -0.42278 -2.71539 0.48246 0.177 -0.476 0.216
N 4.29727 -3.94180 7.26396 1.243 0.920 -0.326
N 0.51664 -0.44818 2.57883 0.212 1.566 -0.253
N 1.29102 -0.29762 -4.56814 -0.583 1.292 0.310
N 1.27456 2.44046 -4.03270 -0.181 -0.268 0.124
N -2.09529 2.51589 0.57447 1.574 -1.723 1.713
C 3.25204 1.04637 -7.35756 0.092 -0.957 0.137
C 0.07657 -1.40249 3.38580 0.802 -0.696 0.173
C 3.00193 -2.31774 5.49544 0.655 0.109 0.253
C 0.48988 -2.47455 -2.85176 -0.378 -0.047 -0.421
C -2.48599 0.13038 -4.27426 -0.137 1.088 0.069
C -3.12962 2.58406 -0.39313 1.013 -0.731 -1.586
C -0.09485 -5.53223 0.31445 1.077 4.537 -0.038
C 2.75714 0.12670 -6.45414 -0.227 0.383 -0.448
C 0.17000 -6.91122 0.11234 1.486 -4.215 -0.510
C 1.68053 3.47061 0.56262 -0.613 -0.485 0.981
C -0.70141 2.96290 5.05470 0.040 -0.834 0.445
C -1.46515 -3.57596 0.60907 2.217 0.359 -0.445
C -1.95877 -1.27142 -3.91978 -0.250 0.945 0.599
C 1.92574 0.58879 -5.40459 -0.070 -0.579 0.622
C 1.72980 0.12716 2.82131 -0.621 -1.691 0.265
C 0.81180 -3.26477 0.32743 -1.300 0.305 -0.133
C -1.12084 1.67812 5.43148 0.088 -0.318 0.055
C -1.08439 3.49831 3.85351 -0.077 -0.036 -0.099
C 2.18563 2.90249 -6.22287 0.351 -1.011 0.060
C -1.34555 -4.96145 0.52727 -0.123 0.074 -0.067
C -2.22629 3.20335 1.70535 -0.670 1.930 -1.215
C 1.76462 1.96716 -5.20157 0.348 1.093 -0.867
C 1.03300 -4.62211 0.20833 -1.323 0.296 0.435
C 2.19022 -1.56474 4.49930 0.127 0.587 -0.019
C -2.73949 -2.96318 0.96502 -2.062 1.683 1.387
C -3.59342 4.77867 0.56751 -0.708 -1.157 -1.369
C 0.90660 -2.03028 4.32449 -1.755 0.049 -0.007
C -0.64483 3.67531 -2.02004 -0.141 0.318 -0.023
C 0.76959 1.58430 -3.16809 0.186 0.462 -0.452
C -3.86816 3.83424 -0.35399 -0.052 1.118 -0.047
C -1.71710 2.63261 2.93931 0.618 -0.562 1.218
C 1.98818 3.03548 -0.88522 -0.188 0.440 -0.275
C -1.72620 0.87975 4.45874 0.075 0.125 0.450
C 2.50186 4.26804 -1.68916 0.503 0.168 0.616
C -2.85400 4.47501 1.71897 1.187 -0.575 2.414
C 2.58172 -0.41823 3.75964 0.581 0.000 0.306
C 0.59698 0.20992 -3.53908 0.849 -0.892 -0.935
C 4.89937 -2.84172 6.81467 -0.242 -0.245 0.090
C 4.29667 -1.97373 5.89596 -0.553 0.646 0.053
C 3.04285 1.92420 -0.87582 -0.142 -0.642 0.199
C 3.09382 -4.16652 6.78354 -2.389 -1.082 0.188
C 2.89287 2.40233 -7.31596 -0.755 1.191 1.135
C -1.51446 -2.00212 -5.19581 -0.591 0.070 0.200
C -3.07573 -1.97949 -3.13078 -0.102 -0.188 -0.148
H -0.83903 4.34423 -1.17054 0.053 -0.194 -0.184
H 5.90432 -2.68989 7.21091 -0.193 0.276 -0.132
H 0.48974 -2.84058 4.95870 0.597 0.596 -0.656
H 2.06643 -4.88887 0.04010 -0.306 -0.797 0.041
H 3.96158 0.72601 -8.11374 -0.285 -0.097 -0.125
H -1.44036 -3.09076 -5.04371 0.012 0.389 -0.085
H -2.75975 -2.95436 -2.74027 -0.059 0.046 -0.143
H 1.61651 -2.53523 0.24015 0.055 -0.196 0.080
H -3.92637 -2.12708 -3.82173 0.262 -0.089 0.296
H -2.62351 2.51183 -1.38899 -0.661 0.228 0.667
H 3.93688 2.24270 -0.34417 0.143 0.251 0.071
H 2.04060 0.96208 2.21337 -0.121 0.093 -0.132
H 3.55690 4.48555 -1.36685 -0.825 -0.169 -0.171
H -2.27188 -5.53701 0.62184 0.640 -0.035 -0.008
H -1.72908 0.71706 -4.83988 -0.434 -0.304 0.131
H 4.68774 -0.97790 5.62726 0.193 -0.855 0.012
H -0.54656 -1.60176 -5.47674 0.168 -0.123 -0.374
H 3.37251 1.60447 -1.87948 -0.339 0.121 0.291
H -0.88414 4.54780 3.60316 -0.066 -0.665 -0.023
H -4.54033 3.97420 -1.17235 -0.280 0.495 -0.351
H 1.02972 4.36367 0.64621 0.464 -0.327 -0.260
H -2.91138 5.13171 2.62639 0.018 -0.904 -0.988
H -0.91612 1.25680 6.42699 -0.115 0.371 -0.577
H -2.76363 0.73583 -3.37711 0.353 -0.544 -0.298
H -1.62121 3.33015 -2.38590 0.513 0.127 0.028
H -0.16455 -3.36495 -2.74543 0.500 0.438 0.124
H 1.13274 2.69458 1.15912 0.238 0.323 -0.699
H 1.25172 -2.46462 -2.06744 -0.143 -0.202 -0.226
H -2.24603 -1.78779 -6.01379 0.488 -0.268 0.581
H -3.44201 -1.38280 -2.27829 0.228 -0.040 -0.336
H -3.43239 0.12396 -4.85664 0.596 -0.367 0.076
H -0.15501 4.20318 -2.83557 0.175 0.093 0.063
H -0.95507 -1.72252 3.24776 0.163 -0.133 -0.102
H 2.67601 1.03555 -0.31266 0.118 0.373 -0.473
H -2.12849 -0.11866 4.74404 0.633 0.703 -0.494
H 2.59006 3.61442 1.16395 0.029 0.337 -0.410
H 1.91584 5.18990 -1.47865 0.201 -0.690 -0.177
H 3.17512 3.07248 -8.12838 0.125 -0.173 0.283
H 0.96730 -2.46525 -3.85491 -0.353 -0.114 0.731
H 1.97494 3.96433 -6.04444 0.075 -0.492 -0.288
H 2.52683 4.08923 -2.76591 -0.108 -0.028 0.152
H 2.89677 -0.94824 -6.56374 0.200 0.292 0.089
H 3.56134 0.07195 3.87968 -0.499 -0.487 0.107

=====

2.
8
Properties=species:S:1:pos:R:3:forces:R:3 method="wB97M-V/def2-TZVPD" homo_lumo_gap_ev="11.54 / 6.92" s_squared=12.02 charge=+2 multiplicity=7
Fe -0.77220 1.35582 0.09509 0.598 -2.254 -0.709
O -1.23139 3.03156 0.71969 -0.340 1.583 0.622
C 0.22212 -0.80736 0.52527 -0.551 0.540 1.192
C 0.42460 -0.61531 -0.79261 -0.020 0.742 -1.086
H -0.66717 -1.33231 0.88793 0.213 -0.107 0.012
H 1.34294 -0.14948 -1.16125 -0.044 -0.219 -0.021
H 0.97761 -0.51094 1.25949 -0.018 -0.217 -0.035
H -0.29650 -0.97198 -1.53361 0.161 -0.068 0.024

=====

3.
16
Properties=species:S:1:pos:R:3:forces:R:3 method="wB97M-V/def2-TZVPD" homo_lumo_gap_ev=9.19
S 2.57650 1.29340 0.82452 1.050 0.305 -0.596
O -1.91231 -0.30121 0.15245 0.613 -3.000 -1.590
O -0.30288 -2.28519 -1.74859 -0.740 -0.455 -0.505
C -1.24021 0.86774 -0.26018 -2.174 0.314 1.945
C -0.14382 1.03210 0.72203 -0.974 -0.908 3.714
C 1.12647 0.21429 0.64525 -0.069 0.267 -0.857
H -2.06748 1.61923 -0.34934 1.237 0.095 0.623
H -0.55602 0.64427 1.71647 -0.204 0.876 -1.180
H -0.96664 -2.79617 -2.27094 0.932 0.573 0.584
H -1.35996 -1.00469 -0.33175 -1.588 0.837 1.319
H 1.01297 -0.19901 -0.37456 1.390 -0.370 0.406
H 2.85410 1.34240 2.15658 -0.659 -0.462 -0.428
H 0.09816 2.00847 0.95689 0.519 2.254 0.018
H -0.94970 0.68479 -1.21666 1.425 -0.071 -3.051
H 1.26116 -0.54110 1.41769 -0.501 -0.240 -0.406
H 0.56965 -2.57933 -2.03986 -0.258 -0.015 0.004

=====

4.
54
Properties=species:S:1:pos:R:3:forces:R:3 method="wB97M-V/def2-TZVPD" homo_lumo_gap_ev=9.41
S -1.85274 -1.18695 1.99892 -0.097 0.297 0.572
O -1.90840 -6.42199 3.91657 -0.087 -0.105 -0.073
O 1.13221 -0.64893 -1.94135 0.288 0.457 -0.158
O -0.64212 -4.59025 4.28405 0.051 0.072 -0.005
O 2.83190 -2.13310 -1.99460 -0.607 0.572 -0.268
O -1.05248 -5.90665 5.94090 0.024 -0.004 0.100
O -1.58703 0.42626 -1.66010 0.476 0.526 0.606
O -0.42925 1.45806 0.00464 0.414 0.564 -0.505
N 1.57659 1.28674 1.12630 -0.772 0.778 -0.185
N 0.42259 -0.69811 0.53622 0.066 1.171 0.829
C 1.51646 0.53395 -1.23699 0.251 -0.556 0.064
C -2.40756 2.98636 -2.71607 0.379 -0.315 -0.700
C 1.49208 2.72804 1.32120 0.623 0.495 0.102
C -3.65232 2.49858 -1.97713 0.170 0.438 -0.314
C -1.26480 -5.70921 4.63890 0.080 0.110 0.048
C 2.68703 -0.59162 -3.81290 -0.697 -0.013 0.261
C -1.10806 2.74885 -1.94184 -0.819 0.369 1.397
C 1.97548 3.60092 0.16347 0.747 -0.371 -0.188
C 3.44607 3.28393 -0.17095 -0.185 -0.091 -0.081
C 2.25254 -1.21930 -2.51871 0.728 -0.899 0.282
C -0.49743 -0.83292 1.31414 -0.119 -0.688 -1.431
C -0.78396 -4.24959 2.90129 0.125 -0.113 -0.184
C -1.66999 -7.08368 6.46014 -0.047 -0.149 0.183
C -1.08502 1.42443 -1.22193 -0.286 -0.804 -0.986
C -2.29172 2.42737 -4.15895 0.185 0.439 0.612
C 0.75864 0.71485 0.09405 -0.085 -1.911 0.350
H -3.86328 1.47817 -2.25349 -0.159 -0.346 0.181
H 4.03246 4.16845 -0.38631 0.046 0.215 -0.041
H -1.25947 2.16026 -4.34183 0.233 -0.258 -0.188
H -0.21401 2.86929 -2.54155 0.192 -0.148 -0.278
H 3.93136 2.76389 0.64847 0.169 -0.004 0.258
H -2.51692 3.21652 -4.86303 -0.357 -0.014 -0.362
H 2.52730 0.96479 1.06563 0.098 -0.167 -0.001
H 1.38563 3.43835 -0.72953 -0.367 0.065 -0.156
H 3.15961 0.36053 -3.60069 0.170 0.236 0.024
H 1.91252 4.65516 0.40660 -0.300 0.173 0.253
H 2.16288 2.95383 2.14517 0.093 -0.086 0.307
H 2.55936 0.41144 -0.96235 0.241 0.054 0.234
H -3.55213 2.59103 -0.90218 0.062 -0.109 0.293
H -2.90491 1.55305 -4.32689 -0.188 -0.128 -0.084
H -2.49609 4.06207 -2.81201 0.096 0.307 0.046
H 3.53288 2.63334 -1.03307 0.039 -0.151 -0.228
H -2.75139 -7.03252 6.34816 0.006 -0.043 -0.109
H 1.78964 -0.39227 -4.38563 -0.081 0.097 -0.324
H -4.48662 3.13065 -2.25746 -0.312 -0.032 -0.133
H -1.03791 3.50886 -1.16408 0.116 0.125 0.134
H 0.51556 3.02308 1.66927 -0.451 -0.132 -0.091
H -1.28152 -7.97223 5.96600 -0.078 0.011 -0.087
H 3.36388 -1.23406 -4.34904 0.225 -0.171 -0.083
H 1.47879 1.41489 -1.87190 -0.328 0.257 -0.093
H -0.23600 -3.33054 2.74508 0.093 0.035 0.194
H -1.42248 -7.12632 7.51694 0.082 0.133 -0.013
H -0.35881 -5.02839 2.26974 -0.118 -0.078 0.028
H -1.82900 -4.08736 2.65069 -0.030 -0.112 -0.009